C18H21N3O2 | ωB97M-V/def2-TZVPD

Geometry as XYZ:
```
44
Properties=species:S:1:pos:R:3:forces:R:3:mulliken_charge:R:1
C 0.72889 -1.80495 3.95289 0.23 -0.06 -0.18 -0.98
H 0.30959 -0.83686 3.69208 -0.09 0.09 -0.01 0.18
H 0.96060 -1.79650 5.01559 -0.02 0.02 0.13 0.42
H -0.01721 -2.57624 3.77380 -0.13 -0.06 0.03 0.28
C 2.00824 -2.08598 3.15252 -0.03 0.04 0.13 -0.56
N 1.85977 -2.39577 1.74701 -0.05 -0.01 -0.04 0.28
C 1.35347 -1.34502 0.90451 -0.21 0.08 -0.15 -0.83
H 1.75978 -0.39560 1.26330 0.01 0.01 -0.08 0.32
C -0.18427 -1.21047 0.80564 0.21 -0.33 0.36 -1.05
N -0.52962 -0.15749 -0.13707 0.06 -0.25 0.23 0.28
C -0.61912 1.12768 0.36898 0.01 0.08 0.30 0.42
O -0.44179 1.34283 1.55299 0.02 0.03 -0.12 -0.69
C -0.94398 2.19036 -0.59596 -0.15 0.73 -0.13 0.00
C -1.05850 3.48967 -0.16072 0.05 -0.51 -0.06 -0.25
C -1.37742 4.53016 -1.05710 -0.01 -0.35 -0.64 0.78
C -1.57735 4.22721 -2.39312 0.03 0.14 0.42 -0.67
C -1.46160 2.91049 -2.86845 0.06 -0.28 0.25 0.41
C -1.65618 2.56885 -4.22473 0.01 -0.16 -0.08 -1.01
C -1.53620 1.27074 -4.64816 -0.07 0.31 -0.09 -0.65
C -1.21671 0.25296 -3.74472 0.13 -0.16 0.60 -0.50
C -1.02128 0.54679 -2.41045 -0.13 0.12 -0.69 0.35
C -1.14033 1.87362 -1.95565 -0.04 0.12 -0.14 0.13
C -0.68513 -0.52838 -1.46505 -0.01 -0.27 -0.20 0.32
O -0.55205 -1.68845 -1.80223 0.01 0.13 0.01 -0.69
H -1.12039 -0.77079 -4.07277 0.02 -0.08 0.01 0.52
H -1.69037 1.02444 -5.68824 -0.01 0.01 -0.08 0.40
H -1.90355 3.35260 -4.92632 -0.02 0.06 -0.08 0.42
H -1.82368 5.01601 -3.08987 -0.02 0.10 -0.09 0.34
N -1.42191 5.82279 -0.60224 0.04 0.43 0.20 -0.51
H -1.50886 5.96304 0.38993 -0.07 0.06 -0.09 0.22
H -1.86921 6.50962 -1.18536 -0.01 -0.02 0.12 0.21
H -0.90054 3.70463 0.88620 0.03 -0.02 0.11 0.49
H -0.61903 -0.94641 1.76830 0.03 -0.07 -0.13 0.31
H -0.62059 -2.13947 0.43665 0.03 0.13 0.07 0.49
H 1.72727 -1.51924 -0.11251 -0.05 0.13 0.03 0.25
C 1.37726 -3.72668 1.42999 0.29 -0.14 0.07 -0.37
C 2.45682 -4.78455 1.65967 -0.26 0.13 -0.04 -1.43
H 3.37498 -4.48562 1.15979 0.07 0.01 -0.04 0.33
H 2.12806 -5.73861 1.25400 0.00 -0.15 0.02 0.43
H 2.66620 -4.91903 2.71835 0.05 -0.06 0.07 0.34
H 0.47517 -3.99736 2.00306 -0.02 0.01 -0.14 0.23
H 1.11297 -3.73348 0.37002 -0.09 0.01 0.04 0.41
H 2.53231 -2.92856 3.60973 0.06 0.10 0.03 0.31
H 2.66547 -1.21299 3.22575 0.04 -0.10 0.07 0.34
```
Forces are in eV/Å.

Values from the calculation:
gap between HOMO and LUMO = 7.2411 eV
HOMO level = -7.9 eV
max |F| = 0.8 eV/Å
energy relative to the best compared isomer or geometry (same formula, charge and spin) = 20.9 kJ/mol